Record 1
{"formula": "C17H46N2O13P3", "method": "wB97M-V/def2-TZVPD", "symbols": ["C", "O", "C", "C", "C", "N", "C", "C", "C", "C", "N", "H", "H", "H", "H", "H", "H", "H", "H", "H", "H", "H", "H", "H", "H", "H", "H", "H", "H", "H", "C", "O", "P", "O", "O", "C", "O", "C", "H", "H", "H", "H", "H", "H", "H", "H", "H", "C", "O", "P", "O", "O", "C", "O", "C", "H", "H", "H", "H", "H", "H", "H", "H", "H", "C", "O", "P", "O", "O", "C", "O", "C", "H", "H", "H", "H", "H", "H", "H", "H", "H"], "positions_angstrom": [[0.99966, -3.23940, 2.42977], [1.27649, -2.07323, 3.18003], [0.11913, -1.26211, 3.38852], [-0.12019, -0.19792, 2.32567], [-0.59461, -0.70795, 0.93300], [-1.93979, -0.32888, 0.60150], [-2.84709, -1.37209, 0.98617], [-4.24693, -1.12439, 0.40812], [-5.27551, -0.59206, 1.44294], [-6.39092, -1.59332, 1.71296], [-6.78561, -1.50286, 3.14303], [1.64898, -4.04533, 2.77457], [-0.03815, -3.55446, 2.48572], [1.28399, -3.06306, 1.39175], [-0.77623, -1.86006, 3.56740], [0.29807, -0.72833, 4.32739], [-0.88945, 0.47122, 2.70712], [0.80725, 0.36814, 2.20274], [0.07018, -0.24032, 0.18640], [-0.51311, -1.80129, 0.82674], [-2.90231, -1.39323, 2.09982], [-2.50200, -2.37118, 0.64061], [-4.17144, -0.49340, -0.47177], [-4.61713, -2.09809, 0.07708], [-4.72376, -0.45125, 2.36983], [-5.66253, 0.35730, 1.07976], [-7.24459, -1.40508, 1.05598], [-6.05978, -2.61706, 1.55942], [-7.73322, -1.82688, 3.26922], [-6.70484, -0.52924, 3.39964], [-1.84233, 0.62812, -2.38676], [-2.38394, 1.65383, -3.26389], [-1.67642, 3.13322, -3.34318], [-2.70915, 3.87842, -4.10561], [-0.43277, 2.59074, -4.24336], [-0.81180, 2.06520, -5.49745], [-0.73025, 4.29362, -2.70230], [-1.39057, 5.44592, -2.17269], [-2.41393, -0.28160, -2.53902], [-0.79428, 0.44079, -2.64407], [-1.92079, 0.91813, -1.33818], [-1.81209, 2.38069, -5.79240], [-0.78264, 0.97366, -5.43592], [-0.10548, 2.39270, -6.26099], [-2.28406, 5.18030, -1.61197], [-1.65331, 6.11802, -2.98696], [-0.68886, 5.94922, -1.50868], [3.65752, 4.84645, 1.82268], [3.21399, 4.62903, 3.17630], [3.71536, 3.25161, 3.93753], [2.84146, 3.22334, 5.12554], [5.20732, 3.80930, 4.23016], [5.34157, 4.87482, 5.16153], [4.28941, 1.75817, 3.75362], [3.36352, 0.66704, 3.94312], [3.28195, 5.81474, 1.50229], [4.74958, 4.85162, 1.76958], [3.26084, 4.07799, 1.15904], [4.46747, 4.96578, 5.80561], [5.50004, 5.81477, 4.62781], [6.21561, 4.66903, 5.77756], [2.40122, 0.87628, 3.48733], [3.24236, 0.47808, 5.00679], [3.78783, -0.22075, 3.48181], [1.33166, -1.67379, -4.63828], [1.04895, -2.51052, -3.49754], [1.58991, -4.06576, -3.53848], [0.86645, -4.68144, -2.41113], [3.12019, -3.67420, -3.21473], [3.40629, -3.16165, -1.91167], [2.08875, -5.30105, -4.46949], [1.16276, -6.37671, -4.66839], [0.96292, -0.67304, -4.42815], [2.40779, -1.61244, -4.82136], [0.82823, -2.06704, -5.52214], [2.62126, -3.40334, -1.19633], [3.53104, -2.07900, -1.96103], [4.34072, -3.60944, -1.57856], [0.15046, -6.01619, -4.83686], [1.17995, -7.03072, -3.79984], [1.49375, -6.93616, -5.54200]], "mulliken_charge": [-0.681, -0.334, -0.704, -0.409, -0.203, -0.630, -0.334, -0.411, -0.893, -0.218, -0.663, 0.257, 0.380, 0.172, 0.443, 0.390, 0.353, -0.085, 0.267, 0.118, -0.083, 0.110, 0.178, 0.320, 0.472, 0.240, 0.246, 0.295, 0.214, 0.211, -0.622, -0.345, 1.111, -0.701, -0.370, -0.684, -0.278, -0.669, 0.257, 0.251, 0.332, 0.366, 0.174, 0.275, 0.342, 0.268, 0.228, -0.681, -0.300, 1.138, -0.677, -0.370, -0.689, -0.342, -0.122, 0.231, 0.309, 0.294, 0.353, 0.227, 0.226, -0.107, 0.287, 0.290, -0.514, -0.066, 0.888, -0.625, -0.377, -0.518, -0.327, -0.645, 0.003, 0.347, 0.302, 0.206, 0.232, 0.247, 0.329, 0.267, 0.231], "de_lowest_ev": 4.3188, "fmax_ev_per_a": 5.6, "total_energy_ev": -75838.8935, "e_homo_ev": -1.92, "charge": -1}

Record 2
{"formula": "C17H47N5O22S4", "method": "wB97M-V/def2-TZVPD", "symbols": ["C", "N", "O", "O", "H", "H", "H", "C", "N", "O", "O", "H", "H", "H", "C", "N", "O", "O", "H", "H", "H", "C", "N", "O", "O", "H", "H", "H", "C", "N", "O", "O", "H", "H", "H", "O", "S", "O", "O", "C", "C", "C", "H", "H", "H", "H", "H", "H", "H", "H", "O", "S", "O", "O", "C", "C", "C", "H", "H", "H", "H", "H", "H", "H", "H", "O", "S", "O", "O", "C", "C", "C", "H", "H", "H", "H", "H", "H", "H", "H", "O", "S", "O", "O", "C", "C", "C", "H", "H", "H", "H", "H", "H", "H", "H"], "positions_angstrom": [[-3.13198, -0.07831, 7.05549], [-1.73787, -0.07861, 6.66227], [-1.45035, 0.59526, 5.71164], [-0.97606, -0.68219, 7.38896], [-3.68489, -0.34633, 6.15518], [-3.31904, 0.93030, 7.42401], [-3.17449, -0.87246, 7.80089], [0.20211, -0.00982, -0.36743], [1.29545, 0.90236, -0.29179], [2.38993, 0.47428, -0.07397], [1.01697, 2.08136, -0.33322], [0.48379, -1.04825, -0.19301], [-0.52629, 0.04536, -1.17644], [-0.34313, 0.30049, 0.52393], [-6.04097, 1.62993, -3.29262], [-6.98612, 0.53831, -3.77625], [-8.15793, 0.94059, -4.02564], [-6.38594, -0.49114, -4.08160], [-6.59802, 2.46188, -2.86174], [-5.44706, 1.98294, -4.13568], [-5.34451, 1.29952, -2.52200], [-3.70765, 4.98852, 3.06713], [-5.12090, 4.71450, 3.40966], [-5.32285, 4.22015, 4.49480], [-5.99284, 4.98761, 2.55556], [-3.86180, 6.00040, 2.69236], [-3.56774, 4.35862, 2.18864], [-2.97395, 4.87075, 3.86457], [-6.44657, -3.09029, 2.84175], [-5.17960, -2.42703, 2.26333], [-4.06990, -2.95577, 2.27436], [-5.27466, -1.31906, 1.83329], [-6.27680, -3.96581, 3.46844], [-7.06998, -3.45400, 2.02495], [-6.98925, -2.28920, 3.34360], [1.71563, 2.93034, -9.28332], [2.05072, 2.87152, -7.84568], [3.44273, 2.87304, -7.30703], [1.24400, 4.15392, -7.13110], [1.86114, 4.71929, -5.93262], [1.01724, 5.93948, -5.60898], [1.20454, 1.36304, -7.18190], [2.88318, 5.06164, -6.09486], [1.93994, 4.00830, -5.11019], [-0.04156, 5.69045, -5.53809], [1.10821, 6.56126, -6.49961], [1.39783, 6.47008, -4.73622], [0.46405, 1.16454, -7.95673], [0.78458, 1.54486, -6.19262], [2.06578, 0.70350, -7.07525], [2.07380, -4.47093, -4.38111], [2.72889, -5.66465, -3.77403], [2.00115, -6.48979, -2.84618], [3.23492, -6.57450, -5.10025], [2.39156, -7.46769, -5.68727], [3.31222, -8.36175, -6.61871], [4.40971, -5.32608, -3.06245], [1.65320, -6.89825, -6.25178], [1.94741, -8.11263, -4.92906], [2.93094, -9.37080, -6.77537], [4.30688, -8.56460, -6.22172], [3.43777, -7.80872, -7.54957], [4.80871, -6.30791, -2.80767], [4.44966, -4.84221, -2.08655], [5.15537, -4.92576, -3.74934], [5.65287, 8.22721, 2.47445], [5.25682, 6.84946, 2.10255], [5.84015, 5.64066, 2.74142], [3.57657, 6.68484, 2.14745], [2.79063, 7.64208, 1.52562], [1.77720, 8.06680, 2.63029], [5.50027, 6.58987, 0.35154], [2.22756, 7.18395, 0.71250], [3.29238, 8.57205, 1.25823], [1.23985, 7.21447, 3.04607], [1.04309, 8.80993, 2.31894], [2.30519, 8.42894, 3.51244], [5.11986, 7.44026, -0.21434], [4.97966, 5.64609, 0.18920], [6.54692, 6.36348, 0.14813], [-2.61431, -5.06475, 6.77675], [-1.60494, -6.07250, 6.33853], [-1.94120, -7.35885, 5.72825], [-0.37769, -5.33284, 5.36165], [0.59979, -6.12489, 4.73886], [1.51727, -5.28054, 3.80443], [-0.49394, -6.32139, 7.75439], [-0.00384, -6.77719, 4.10780], [1.15637, -6.74132, 5.44479], [1.86440, -4.37791, 4.30728], [0.98912, -4.94615, 2.91148], [2.29717, -5.89533, 3.35512], [-0.91007, -6.98954, 8.50838], [-0.20357, -5.29335, 7.97101], [0.36692, -6.86718, 7.36822]], "mulliken_charge": [-0.662, 0.892, -0.528, -0.532, 0.239, 0.278, 0.314, -0.737, 0.888, -0.516, -0.532, 0.322, 0.267, 0.308, -0.637, 0.748, -0.474, -0.468, 0.299, 0.270, 0.264, -0.714, 0.837, -0.500, -0.516, 0.302, 0.287, 0.305, -0.684, 0.815, -0.508, -0.496, 0.286, 0.291, 0.295, -0.595, 1.143, -0.619, -0.319, -0.150, -1.197, -0.855, 0.294, 0.352, 0.313, 0.308, 0.366, 0.331, 0.294, 0.333, -0.600, 1.084, -0.584, -0.257, -0.273, -1.102, -0.890, 0.330, 0.326, 0.345, 0.320, 0.278, 0.319, 0.370, 0.335, -0.584, 1.119, -0.581, -0.296, -0.163, -1.280, -0.892, 0.278, 0.379, 0.310, 0.370, 0.329, 0.311, 0.315, 0.385, -0.550, 1.068, -0.576, -0.276, -0.163, -1.193, -0.864, 0.297, 0.287, 0.323, 0.292, 0.367, 0.371, 0.327, 0.287], "de_lowest_ev": 0.6675, "fmax_ev_per_a": 4.8, "total_energy_ev": -114206.9127, "e_homo_ev": -10.94, "charge": 0, "smiles": "CCOS(C)(=O)=O.CCOS(C)(=O)=O.CCOS(C)(=O)=O.CCOS(C)(=O)=O.C[N+](=O)[O-].C[N+](=O)[O-].C[N+](=O)[O-].C[N+](=O)[O-].C[N+](=O)[O-]"}

Record 3
{"formula": "C17H48AsCsF6N2O7", "method": "wB97M-V/def2-TZVPD", "symbols": ["Cs", "As", "F", "F", "F", "F", "F", "F", "C", "O", "H", "H", "H", "H", "C", "O", "N", "N", "H", "H", "H", "H", "C", "C", "C", "O", "H", "H", "H", "H", "H", "H", "H", "H", "C", "C", "C", "O", "H", "H", "H", "H", "H", "H", "H", "H", "C", "C", "C", "O", "H", "H", "H", "H", "H", "H", "H", "H", "C", "C", "C", "O", "H", "H", "H", "H", "H", "H", "H", "H", "C", "C", "C", "O", "H", "H", "H", "H", "H", "H", "H", "H"], "positions_angstrom": [[-2.31137, 2.43862, -4.68640], [-0.77229, 0.08980, -1.14708], [0.62750, 0.75334, -1.95858], [-0.94596, -1.00881, -2.47744], [-2.19630, -0.46570, -0.41366], [-0.53692, 1.26999, 0.09454], [-1.73816, 1.24750, -2.05780], [0.21413, -1.03789, -0.33205], [3.16093, -0.66223, -4.21950], [1.90051, -0.03671, -4.33787], [3.50704, -0.94516, -5.21163], [3.90414, 0.03100, -3.80662], [3.11911, -1.54432, -3.57559], [1.48074, -0.00585, -3.47221], [-2.97071, 2.70957, 2.54367], [-2.32696, 2.08955, 3.36257], [-2.54673, 2.88903, 1.24817], [-4.09724, 3.41428, 2.91481], [-1.76144, 2.32791, 0.94540], [-3.20436, 3.22259, 0.56721], [-4.40097, 3.14624, 3.83388], [-4.72776, 3.94040, 2.34053], [2.58666, 2.35545, 3.60070], [1.80120, 1.44426, 2.64999], [2.44767, 1.39952, 1.27833], [1.69613, 0.13782, 3.18898], [3.56250, 2.61201, 3.17788], [2.72168, 1.98542, 4.61339], [2.05929, 3.31207, 3.70425], [0.80990, 1.87531, 2.48756], [3.42425, 0.89938, 1.32197], [2.68811, 2.39419, 0.89673], [1.83610, 0.83736, 0.57575], [2.28345, -0.45317, 2.70624], [-5.28108, -0.50368, 3.13520], [-5.31784, -1.77785, 2.33956], [-5.34540, -1.62237, 0.83564], [-4.21903, -2.59717, 2.76556], [-4.60050, 0.22919, 2.69409], [-4.95075, -0.70873, 4.15099], [-6.26993, -0.04295, 3.17699], [-6.22327, -2.34333, 2.61408], [-5.94300, -0.75020, 0.54818], [-5.70490, -2.49870, 0.29505], [-4.35865, -1.41171, 0.40985], [-4.22361, -3.41787, 2.26524], [0.80884, -3.46655, -3.15679], [-0.38766, -4.33042, -2.82947], [-0.33546, -4.82989, -1.39141], [-1.60650, -3.60540, -3.00423], [0.91362, -2.65163, -2.43390], [0.68431, -2.99355, -4.13368], [1.73833, -4.03785, -3.12231], [-0.45816, -5.21085, -3.47093], [-1.31725, -5.12934, -1.02398], [-0.01417, -4.03762, -0.70692], [0.33316, -5.68714, -1.26658], [-1.44384, -2.67158, -2.84123], [1.61543, 5.08474, -0.32022], [0.94554, 4.35671, -1.46691], [0.51397, 5.28219, -2.58277], [1.88138, 3.37732, -1.96036], [1.45321, 6.16848, -0.36299], [2.69471, 4.96170, -0.24189], [1.23372, 4.77849, 0.65755], [0.08994, 3.76715, -1.11808], [1.33937, 5.89257, -2.94640], [-0.29789, 5.93332, -2.23738], [0.05281, 4.76924, -3.43690], [1.47291, 2.50834, -2.01228], [4.01653, -3.03492, -0.06285], [3.18495, -2.23521, 0.92554], [2.20928, -3.13394, 1.67958], [4.05074, -1.55264, 1.86007], [3.41458, -3.74669, -0.62898], [4.75203, -3.59948, 0.51498], [4.51475, -2.37875, -0.77655], [2.59873, -1.43568, 0.47248], [1.81303, -2.63909, 2.56666], [2.67239, -4.06975, 2.01036], [1.36652, -3.39935, 1.03746], [4.64022, -2.22034, 2.22475]], "mulliken_charge": [1.035, 1.847, -0.508, -0.638, -0.408, -0.473, -0.626, -0.383, -0.490, -0.495, 0.269, 0.245, 0.115, 0.333, 0.656, -0.607, -0.248, -0.426, 0.071, 0.209, 0.259, 0.150, -1.502, 1.383, -1.321, -0.679, 0.317, 0.368, 0.336, -0.087, 0.619, 0.375, -0.142, 0.208, -0.986, 0.655, -1.029, -0.565, -0.015, 0.374, 0.368, 0.138, 0.312, 0.409, 0.086, 0.305, -0.945, 0.353, -0.832, -0.619, -0.064, 0.330, 0.550, 0.288, 0.370, -0.218, 0.379, 0.508, -1.524, 1.690, -1.505, -0.608, 0.393, 0.359, 0.295, -0.296, 0.356, 0.388, 0.197, 0.227, -1.351, 1.411, -0.985, -0.524, 0.267, 0.418, 0.321, -0.508, 0.345, 0.377, 0.021, 0.324], "fmax_ev_per_a": 1.5, "total_energy_ev": -113416.1707, "e_homo_ev": -8.89, "charge": 0}